Entry 1:
A molecular structure, C35H52AsOP3SeY in a non-equilibrium geometry, computed with wB97M-V/def2-TZVPD.

Computed properties:
HOMO, eV: -15.152
ΔE to the lowest compared entry with this formula, charge and spin, kcal per mole: 8.0
Orbital gap, eV: 6.248
Calculated total energy, a.u.: -7138.815256
Max |F|, Eh/bohr: 0.0744
Net charge: +3

Atoms and positions in Å:
Y 0.474 0.579 0.536
P -0.216 -1.720 -1.152
P 1.147 1.629 -2.011
P -1.412 -0.366 2.227
H 0.189 4.655 0.677
C 0.029 3.992 1.525
C 0.536 2.707 1.546
H 1.218 2.502 0.655
C -1.676 -1.972 -2.212
C 1.154 -2.293 -2.235
C -0.356 -3.190 -0.064
C 0.987 3.446 -1.835
C 2.913 1.365 -2.495
C 0.167 1.224 -3.498
C -1.654 1.111 3.308
C -0.504 -1.620 3.262
C -3.076 -1.021 1.852
H -0.434 4.527 2.367
H 0.828 2.257 2.518
H -1.656 -2.990 -2.608
H -1.684 -1.249 -3.031
H -2.579 -1.840 -1.611
H 1.006 -3.353 -2.484
H 2.118 -2.198 -1.721
H 1.210 -1.710 -3.161
H -0.610 -4.064 -0.681
H -1.136 -3.044 0.694
H 0.597 -3.400 0.434
H 1.379 3.992 -2.700
H 1.526 3.780 -0.941
H -0.068 3.714 -1.690
H 3.062 1.238 -3.577
H 3.283 0.451 -2.006
H 3.543 2.201 -2.152
H 0.555 1.711 -4.399
H -0.872 1.546 -3.361
H 0.153 0.144 -3.672
H -2.397 0.914 4.094
H -1.976 1.955 2.669
H -0.689 1.388 3.763
H -1.116 -1.953 4.115
H 0.435 -1.166 3.632
H -0.240 -2.485 2.622
H -3.681 -1.125 2.767
H -2.968 -1.993 1.341
H -3.560 -0.312 1.154
C -4.170 3.369 -0.860
C -3.200 4.138 -0.195
C -3.557 5.186 0.651
C -4.886 5.604 0.759
C -5.877 4.861 0.093
C -5.525 3.739 -0.684
Se -3.568 2.021 -2.072
H -4.164 0.887 -1.339
H -2.151 3.923 -0.361
H -2.801 5.701 1.236
H -5.152 6.441 1.410
H -6.925 5.166 0.191
H -6.282 3.155 -1.213
O 2.045 -0.727 0.780
As 3.392 -1.898 0.851
C 4.678 -1.385 -0.507
C 5.637 -0.428 -0.137
C 6.493 0.103 -1.107
C 6.439 -0.361 -2.422
C 5.601 -1.422 -2.748
C 4.714 -1.929 -1.798
C 4.187 -1.793 2.578
C 3.733 -0.960 3.608
C 4.314 -1.070 4.880
C 5.340 -1.989 5.118
C 5.806 -2.803 4.077
C 5.232 -2.704 2.805
C 2.858 -3.740 0.795
C 2.334 -4.358 1.940
C 1.748 -5.625 1.838
C 1.723 -6.302 0.611
C 2.382 -5.749 -0.492
C 3.002 -4.506 -0.370
H 5.710 -0.139 0.913
H 7.218 0.859 -0.825
H 7.073 0.074 -3.184
H 5.632 -1.881 -3.730
H 4.079 -2.766 -2.073
H 2.942 -0.235 3.406
H 3.963 -0.431 5.692
H 5.788 -2.077 6.110
H 6.615 -3.515 4.258
H 5.585 -3.338 1.991
H 2.395 -3.854 2.900
H 1.331 -6.115 2.720
H 1.236 -7.285 0.529
H 2.446 -6.303 -1.435
H 3.624 -4.171 -1.185

---

Entry 2:
3 unconnected molecules or ions with the total composition C35H52BBr2ClF2IN2O6PS3 in a non-equilibrium geometry, computed with wB97M-V/def2-TZVPD.

Computed properties:
HOMO, eV: -8.409
ΔE to the lowest compared entry with this formula, charge and spin, kcal per mole: 15.0
Orbital gap, eV: 8.603
Calculated total energy, a.u.: -9592.269670
Max |F|, Eh/bohr: 0.0326
Net charge: 0
Structure (SMILES): CCCN[C@@H]1[C@](CCCSC(=S)N(CC)CC)(B(O)OCC)[C@](/C(Br)=C(/C)Br)(P(O)Cl)[C@@H](CCCI)OS1(=O)=O.Fc1ccccc1.Fc1ccccc1

Atoms and positions in Å:
C 6.383 -0.469 2.858
C 4.937 -0.178 2.391
C 4.828 1.097 1.545
N 3.937 1.010 0.372
C 2.529 1.042 0.738
C 1.616 0.177 -0.204
C 1.755 -1.280 0.287
C 3.031 -2.033 -0.122
C 3.228 -3.267 0.784
S 4.953 -3.754 1.027
C 5.582 -4.117 -0.588
S 4.532 -4.409 -1.821
N 6.935 -4.190 -0.662
C 7.655 -3.198 0.161
C 8.151 -3.781 1.487
C 7.453 -4.265 -2.033
C 7.360 -2.947 -2.827
B 2.283 0.392 -1.676
O 2.576 1.684 -2.091
O 2.582 -0.639 -2.524
C 2.489 -0.381 -3.926
C 2.343 -1.696 -4.657
C 0.054 0.583 -0.194
C -0.655 -0.091 0.971
Br 0.038 0.441 2.735
C -1.659 -0.928 1.133
C -2.176 -1.448 2.439
Br -2.663 -1.587 -0.340
P -0.270 0.353 -2.050
O -0.326 -1.232 -2.413
Cl -2.195 0.970 -2.612
C -0.179 2.132 -0.062
C -1.677 2.496 0.132
C -1.930 3.563 1.182
C -3.411 3.950 1.175
I -3.836 5.358 -0.400
O 0.503 2.786 1.015
S 2.091 2.767 1.014
O 2.479 3.171 2.314
O 2.590 3.644 0.011
H 6.714 -1.399 2.408
H 6.384 -0.607 3.933
H 7.038 0.370 2.646
H 4.488 -1.060 1.950
H 4.382 0.008 3.310
H 5.820 1.304 1.149
H 4.614 1.929 2.214
H 4.170 1.830 -0.182
H 2.494 0.585 1.719
H 0.930 -1.910 -0.046
H 1.700 -1.341 1.372
H 3.948 -1.456 -0.087
H 2.926 -2.430 -1.118
H 2.844 -3.088 1.784
H 2.707 -4.124 0.365
H 8.550 -2.928 -0.387
H 7.099 -2.277 0.299
H 9.135 -4.212 1.325
H 8.285 -3.004 2.231
H 7.501 -4.567 1.852
H 8.518 -4.483 -1.940
H 7.037 -5.092 -2.584
H 6.443 -2.440 -2.553
H 8.172 -2.288 -2.535
H 7.380 -3.165 -3.885
H 3.512 1.711 -2.345
H 1.647 0.252 -4.196
H 3.414 0.081 -4.270
H 2.367 -1.496 -5.727
H 3.183 -2.346 -4.439
H 1.405 -2.185 -4.421
H -2.974 -2.159 2.270
H -1.384 -1.937 2.991
H -2.557 -0.592 2.982
H -0.196 -1.786 -1.628
H 0.154 2.608 -0.987
H -2.328 1.635 0.256
H -1.990 2.967 -0.795
H -1.387 4.468 0.955
H -1.715 3.211 2.188
H -3.604 4.499 2.083
H -4.049 3.077 1.113
F -6.849 1.118 -0.331
C -7.113 1.961 -1.353
C -6.252 2.004 -2.429
C -6.527 2.867 -3.479
C -7.651 3.680 -3.434
C -8.504 3.626 -2.340
C -8.238 2.757 -1.292
H -5.375 1.368 -2.442
H -5.862 2.907 -4.332
H -7.862 4.357 -4.251
H -9.379 4.262 -2.301
H -8.895 2.694 -0.434
F -10.586 3.398 2.910
C -10.635 2.052 2.897
C -9.549 1.345 2.421
C -9.598 -0.041 2.411
C -10.733 -0.699 2.866
C -11.817 0.029 3.337
C -11.770 1.415 3.358
H -8.676 1.876 2.064
H -8.751 -0.606 2.047
H -10.771 -1.781 2.854
H -12.703 -0.483 3.688
H -12.601 2.000 3.728

---

Entry 3:
A molecular structure, C35H52Cl2OP4Ru in a non-equilibrium geometry, computed with wB97M-V/def2-TZVPD.

Computed properties:
Expectation value of S²: 6.059
HOMO (alpha / beta), eV: -12.138 / -12.776
Multiplicity: 5
Orbital gap (alpha / beta), eV: 7.117 / 5.366
Calculated total energy, a.u.: -3820.110016
Max |F|, Eh/bohr: 0.1277
Net charge: +2

Atoms and positions in Å:
P 1.689 1.028 -3.262
C 3.310 1.032 -2.650
C 3.971 0.399 -3.735
H 3.385 -0.262 -4.380
C 5.282 0.742 -4.024
H 5.743 0.322 -4.915
C 5.954 1.611 -3.153
H 6.987 1.869 -3.394
C 5.347 2.133 -1.997
H 5.926 2.786 -1.343
C 4.011 1.831 -1.713
H 3.513 2.200 -0.807
C 0.937 -0.566 -3.341
C 1.488 -1.829 -3.001
H 2.334 -1.898 -2.296
C 0.960 -2.984 -3.589
H 1.389 -3.968 -3.372
C -0.099 -2.871 -4.498
H -0.477 -3.759 -5.011
C -0.705 -1.640 -4.779
H -1.519 -1.535 -5.495
C -0.236 -0.503 -4.132
H -0.676 0.488 -4.319
C 0.641 2.388 -2.813
C 1.012 3.142 -3.958
H 1.827 2.735 -4.572
C 0.323 4.301 -4.272
H 0.614 4.827 -5.181
C -0.685 4.725 -3.407
H -1.209 5.653 -3.665
C -1.037 4.021 -2.241
H -1.827 4.405 -1.592
C -0.376 2.818 -1.926
H -0.617 2.274 -1.022
Ru 0.376 -0.766 2.679
C -1.437 -1.501 1.808
C -1.847 -1.612 0.539
H -2.124 -1.905 2.562
C -1.039 -0.971 -0.613
O -1.883 0.150 -1.223
H -1.435 0.523 -2.009
C 0.094 -0.441 0.041
H -0.708 -1.705 -1.381
C 0.824 -0.054 1.053
Cl -0.247 -1.554 4.861
Cl 2.500 0.142 3.097
P 1.614 -2.626 2.017
C 2.503 -3.071 3.532
H 1.766 -3.405 4.264
H 2.981 -2.160 3.902
H 3.245 -3.839 3.303
C 0.582 -4.053 1.610
H 0.096 -3.894 0.642
H -0.184 -4.142 2.384
H 1.198 -4.960 1.579
C 2.881 -2.582 0.718
H 3.422 -1.631 0.756
H 2.424 -2.690 -0.274
H 3.593 -3.405 0.871
P -3.382 -2.411 -0.032
C -4.036 -3.497 1.231
C -3.039 -3.379 -1.519
H -4.226 -2.941 2.156
H -3.327 -4.302 1.450
H -4.982 -3.968 0.930
H -2.660 -2.729 -2.320
H -3.931 -3.902 -1.896
H -2.273 -4.132 -1.286
C -4.609 -1.162 -0.464
H -4.856 -0.570 0.426
H -5.539 -1.592 -0.864
H -4.164 -0.497 -1.217
H 1.646 0.644 0.674
C -2.745 0.594 4.944
C -2.447 1.234 3.590
P -0.687 1.299 3.092
C -0.740 2.481 1.684
C -1.357 3.872 1.882
C 0.270 2.017 4.481
C -0.184 3.358 5.049
H -2.618 -0.494 4.903
H -3.785 0.810 5.220
H -2.091 0.965 5.741
H -2.933 0.656 2.790
H -2.850 2.258 3.544
H 0.292 2.578 1.310
H -1.298 1.952 0.895
H -0.784 4.478 2.591
H -1.365 4.412 0.923
H -2.397 3.811 2.227
H 0.262 1.225 5.248
H 1.311 2.063 4.122
H -1.244 3.355 5.332
H 0.397 3.571 5.956
H -0.004 4.179 4.349

---

Entry 4:
8 unconnected molecules or ions with the total composition C35H52ClN7O2PS, computed with wB97M-V/def2-TZVPD.

Computed properties:
HOMO, eV: -9.232
ΔE to the lowest compared entry with this formula, charge and spin, kcal per mole: 0.0
Orbital gap, eV: 5.183
Calculated total energy, a.u.: -3098.061435
Max |F|, Eh/bohr: 0.0101
Net charge: +1

Atoms and positions in Å:
C -0.151 1.919 0.988
O -0.905 2.175 2.168
C -2.208 2.714 1.971
C -3.252 1.900 2.723
C -3.254 2.160 4.228
C -2.024 1.560 4.939
C -1.441 2.515 5.982
C -0.013 2.221 6.425
S 1.074 1.880 4.995
P 2.820 3.250 5.349
O 2.062 4.504 4.656
Cl 3.909 2.509 3.827
H -0.075 0.843 0.811
H 0.858 2.319 1.118
H -0.588 2.413 0.118
H -2.454 2.732 0.907
H -2.222 3.751 2.331
H -3.078 0.842 2.506
H -4.236 2.147 2.315
H -4.173 1.777 4.673
H -3.255 3.243 4.384
H -2.304 0.626 5.431
H -1.287 1.340 4.162
H -2.047 2.451 6.891
H -1.501 3.553 5.650
H 0.083 1.396 7.130
H 0.429 3.096 6.908
H 1.591 0.685 5.347
H 2.098 5.290 5.227
N 0.035 -0.771 2.683
C -1.131 -1.283 2.179
C -0.836 -1.892 0.990
C 0.561 -1.747 0.769
C 1.072 -1.052 1.830
H 0.126 -0.253 3.532
H -2.064 -1.174 2.707
H -1.540 -2.393 0.347
H 1.123 -2.112 -0.072
H 2.079 -0.736 2.046
N 3.832 0.932 -2.956
C 2.478 1.011 -3.135
C 1.891 0.972 -1.896
C 2.934 0.865 -0.936
C 4.120 0.843 -1.623
H 4.512 0.937 -3.695
H 2.050 1.091 -4.120
H 0.831 1.012 -1.704
H 2.825 0.807 0.134
H 5.137 0.771 -1.279
N 1.237 -2.277 -3.162
C -0.128 -2.288 -3.169
C -0.538 -3.572 -3.419
C 0.633 -4.366 -3.568
C 1.710 -3.537 -3.406
H 1.806 -1.460 -3.006
H -0.691 -1.386 -2.996
H -1.561 -3.906 -3.490
H 0.683 -5.421 -3.780
H 2.767 -3.738 -3.446
N -2.836 -0.528 -6.599
C -2.875 0.737 -7.120
C -1.690 1.353 -6.809
C -0.908 0.418 -6.080
C -1.644 -0.731 -5.962
H -3.572 -1.206 -6.673
H -3.734 1.085 -7.670
H -1.409 2.357 -7.079
H 0.084 0.571 -5.688
H -1.415 -1.670 -5.489
N -3.321 4.358 -6.008
C -2.482 5.146 -6.746
C -2.356 6.347 -6.100
C -3.154 6.280 -4.925
C -3.736 5.040 -4.899
H -3.583 3.416 -6.242
H -2.048 4.790 -7.665
H -1.764 7.182 -6.433
H -3.288 7.054 -4.189
H -4.408 4.589 -4.189
N 1.415 -8.172 -4.625
C 1.502 -7.837 -5.950
C 2.698 -8.306 -6.422
C 3.359 -8.949 -5.340
C 2.542 -8.849 -4.246
H 0.642 -7.957 -4.023
H 0.709 -7.298 -6.440
H 3.059 -8.203 -7.431
H 4.322 -9.431 -5.364
H 2.666 -9.203 -3.236
N 0.911 0.405 10.133
C 1.980 0.537 9.285
C 2.662 -0.651 9.278
C 1.978 -1.535 10.153
C 0.907 -0.854 10.667
H 0.244 1.123 10.351
H 2.178 1.468 8.778
H 3.559 -0.861 8.719
H 2.249 -2.550 10.388
H 0.150 -1.157 11.369

---

Entry 5:
A molecular structure, C35H52CoN5O2S5 in a non-equilibrium geometry, computed with wB97M-V/def2-TZVPD.

Computed properties:
Expectation value of S²: 0.989
HOMO (alpha / beta), eV: -10.051 / -9.972
ΔE to the lowest compared entry with this formula, charge and spin, kcal per mole: 0.0
Multiplicity: 2
Orbital gap (alpha / beta), eV: 7.484 / 7.975
Calculated total energy, a.u.: -5162.718359
Max |F|, Eh/bohr: 0.0266
Net charge: +1

Atoms and positions in Å:
Co 0.328 -0.141 -0.186
C -1.049 0.722 4.285
C -1.287 1.596 3.064
S -1.513 0.799 1.458
C -2.831 -0.406 1.719
C -2.484 -1.757 2.361
S -0.867 -2.444 1.906
C -0.236 -2.978 3.517
C -0.231 -1.956 4.654
S 0.427 -0.328 4.214
H -1.916 0.090 4.470
H -0.951 1.386 5.147
H -0.454 2.281 2.902
H -2.181 2.198 3.242
H -3.231 -0.568 0.719
H -3.615 0.080 2.303
H -3.258 -2.467 2.064
H -2.523 -1.685 3.445
H 0.787 -3.285 3.285
H -0.774 -3.870 3.848
H 0.385 -2.352 5.462
H -1.228 -1.821 5.073
O 3.885 -0.884 -0.927
S 2.624 -1.540 -1.156
O 1.968 -2.200 -0.028
N 1.475 -0.581 -1.685
C 1.582 0.340 -2.713
C 2.466 0.301 -3.763
C 2.391 1.250 -4.803
C 1.432 2.220 -4.815
C 0.516 2.303 -3.738
C -0.508 3.274 -3.666
C -1.327 3.314 -2.576
C -1.117 2.390 -1.535
N -0.189 1.466 -1.573
C 0.616 1.391 -2.672
C 2.916 -2.825 -2.334
C 2.016 -3.879 -2.407
C 2.221 -4.877 -3.344
C 3.315 -4.815 -4.198
C 4.217 -3.766 -4.105
C 4.023 -2.765 -3.165
H 3.220 -0.470 -3.811
H 3.110 1.192 -5.609
H 1.364 2.932 -5.625
H -0.628 3.977 -4.481
H -2.119 4.043 -2.489
H -1.725 2.426 -0.639
H 1.181 -3.915 -1.720
H 1.535 -5.711 -3.404
H 3.472 -5.596 -4.930
H 5.075 -3.729 -4.761
H 4.733 -1.957 -3.053
C -2.393 -1.509 -4.089
C -2.348 -2.482 -2.903
C -1.531 -3.729 -3.256
C -3.762 -2.864 -2.448
C -1.685 -1.787 -1.792
N -1.201 -1.223 -0.918
H -2.920 -1.988 -4.914
H -1.387 -1.251 -4.421
H -2.919 -0.590 -3.828
H -2.033 -4.251 -4.071
H -1.458 -4.406 -2.405
H -0.527 -3.461 -3.582
H -4.260 -3.383 -3.266
H -4.347 -1.981 -2.192
H -3.732 -3.528 -1.584
C 2.029 3.644 4.277
C 3.487 3.525 4.713
C 3.956 2.076 4.889
C 4.682 1.479 3.685
N 3.886 1.544 2.460
C 3.090 0.584 1.969
S 1.654 1.164 1.201
N 3.361 -0.701 2.170
C 4.709 -1.299 2.136
C 4.901 -2.480 3.080
C 5.140 -2.155 4.553
C 3.895 -1.745 5.324
H 1.728 4.687 4.189
H 1.380 3.170 5.017
H 1.834 3.159 3.319
H 3.603 4.054 5.660
H 4.140 4.045 4.003
H 3.097 1.445 5.133
H 4.649 2.003 5.730
H 4.926 0.444 3.902
H 5.617 2.011 3.496
H 3.600 2.472 2.185
H 2.667 -1.311 1.746
H 5.457 -0.529 2.316
H 4.857 -1.634 1.112
H 5.766 -3.032 2.703
H 4.043 -3.154 2.979
H 5.907 -1.376 4.629
H 5.571 -3.039 5.031
H 3.326 -0.976 4.803
H 4.146 -1.364 6.314
H 3.240 -2.607 5.461